No. 1
C21H48N10NiO3S2 | ωB97M-V/def2-TZVPD

Geometry as XYZ:
```
85
Properties=species:S:1:pos:R:3:lowdin_charge:R:1
Ni 0.0361 -0.4321 -0.5742 0.301
C 5.5930 -0.2996 -0.7621 -0.065
N 4.2642 -0.8576 -0.6442 -0.162
C 4.1773 -2.3030 -0.6877 -0.051
C 3.1254 -0.0900 -0.7499 -0.433
N 2.0807 -0.3191 0.0008 0.000
C 2.2097 -1.0520 1.2385 -0.204
C 1.3998 -0.2313 2.2247 -0.171
N 0.0375 -0.0651 1.6945 -0.188
C -0.4002 1.3183 1.8693 -0.180
C -1.7494 1.6028 1.2503 -0.228
N -1.8180 1.1487 -0.1314 0.092
C -2.8593 1.5839 -0.7942 -0.362
N -3.8717 2.3972 -0.2310 -0.221
C -3.8434 3.8163 -0.5188 -0.068
C -4.6588 2.0152 0.9150 -0.079
N -3.0971 1.3092 -2.1000 -0.126
C -4.2761 1.7888 -2.8036 -0.042
C -2.1249 0.6675 -2.9600 -0.068
C -0.8845 -1.0540 2.2805 -0.154
C -1.9020 -1.5797 1.2750 -0.217
N -1.1516 -2.0935 0.1426 0.053
C -1.6852 -3.0378 -0.5795 -0.396
N -0.9331 -3.9871 -1.2032 -0.153
C 0.4032 -4.2915 -0.7172 -0.064
C -1.1693 -4.3098 -2.6066 -0.046
N -3.0479 -3.2178 -0.6698 -0.149
C -3.6634 -4.5268 -0.7435 -0.056
C -3.9285 -2.0821 -0.8420 -0.046
N 3.2011 0.9776 -1.5764 -0.119
C 3.9314 0.8888 -2.8414 -0.040
C 2.2240 2.0543 -1.4723 -0.042
H 6.2074 -0.6597 0.0689 0.089
H 6.0849 -0.5891 -1.6965 0.088
H 5.5447 0.7852 -0.7128 0.091
H 4.7079 -2.6823 -1.5664 0.097
H 4.6200 -2.7575 0.2050 0.089
H 3.1356 -2.6023 -0.7708 0.058
H 1.7877 -2.0606 1.1485 0.105
H 3.2477 -1.1268 1.5732 0.122
H 1.3858 -0.6708 3.2281 0.125
H 1.8758 0.7463 2.2956 0.120
H -0.4515 1.5812 2.9366 0.132
H 0.3464 1.9530 1.3870 0.119
H -2.5127 1.1231 1.8682 0.089
H -1.9147 2.6826 1.3251 0.122
H -3.2020 4.0094 -1.3772 0.096
H -4.8510 4.1807 -0.7455 0.088
H -3.4581 4.3960 0.3306 0.084
H -4.6637 0.9317 1.0326 0.087
H -4.3217 2.4724 1.8538 0.082
H -5.6929 2.3358 0.7496 0.089
H -5.1031 1.9390 -2.1183 0.084
H -4.0766 2.7256 -3.3336 0.093
H -4.5583 1.0431 -3.5463 0.090
H -1.3987 0.1318 -2.3663 0.003
H -2.6208 -0.0471 -3.6145 0.089
H -1.5883 1.3817 -3.5846 0.090
H -0.2944 -1.9103 2.6089 0.119
H -1.3975 -0.6356 3.1570 0.128
H -2.4839 -2.3787 1.7492 0.130
H -2.5938 -0.7867 0.9881 0.069
H 0.4307 -4.1404 0.3609 0.082
H 0.6163 -5.3371 -0.9490 0.089
H 1.1638 -3.6658 -1.1817 0.027
H -2.1838 -4.0415 -2.8914 0.087
H -0.4769 -3.7563 -3.2445 0.062
H -1.0258 -5.3809 -2.7662 0.089
H -2.9011 -5.2944 -0.6546 0.090
H -4.3796 -4.6476 0.0753 0.089
H -4.2007 -4.6703 -1.6861 0.088
H -3.3409 -1.1921 -1.0673 0.073
H -4.6006 -2.2691 -1.6840 0.096
H -4.5426 -1.8920 0.0454 0.088
H 4.3080 -0.1185 -2.9931 0.091
H 3.2592 1.1081 -3.6651 0.075
H 4.7661 1.5965 -2.8563 0.091
H 2.4448 2.6806 -0.6020 0.088
H 2.2650 2.6492 -2.3779 0.089
H 1.2064 1.6797 -1.3811 0.047
O 1.7718 -0.8598 -5.1309 -0.409
S 0.6133 -0.3441 -4.4300 0.112
O 0.6691 1.0899 -4.1693 -0.419
O -0.6668 -0.8074 -4.9309 -0.413
S 0.8357 -1.3166 -2.5487 0.507
```

E_HOMO (spin up / spin down) = -7.06 / -7.06 eV
relative energy (zero: lowest compared OMol25 entry of this formula, charge and spin) = 69.5 kJ/mol
frontier orbital gap (spin up / spin down) = 0.255 / 0.257 hartree
electronic energy = -3906.8718 hartree



No. 2
C21H48N6O25S5 | ωB97M-V/def2-TZVPD

Geometry as XYZ:
```
105
Properties=species:S:1:pos:R:3:lowdin_charge:R:1
C -29.3026 22.7390 -14.2237 -0.810
O -29.5212 21.7871 -14.8811 0.067
N -28.1283 23.1015 -13.7364 0.164
N -30.2764 23.4863 -13.7489 0.181
H -27.9876 23.8833 -13.1127 0.084
H -27.3525 22.5829 -14.1228 0.110
H -31.2134 23.4367 -14.1226 0.089
H -30.0067 24.3346 -13.2715 0.049
C -30.1870 30.6363 -14.7539 -0.737
O -30.5093 29.4639 -14.6356 0.021
N -31.1560 31.5312 -14.8021 0.169
N -29.0326 31.1580 -15.0482 0.183
H -31.0245 32.5271 -14.9070 0.111
H -32.0818 31.2004 -14.5709 0.097
H -28.9931 32.1598 -15.1706 0.120
H -28.2962 30.4669 -15.0414 0.131
C -29.5194 26.7330 -12.3811 -0.802
O -29.0343 25.7189 -11.9777 0.046
N -29.7218 27.8514 -11.7203 0.169
N -29.9418 26.9052 -13.5797 0.180
H -29.4563 27.9354 -10.7495 0.122
H -30.0535 28.6308 -12.2705 0.090
H -29.6538 26.2510 -14.2932 0.126
H -30.4538 27.7024 -13.9299 0.056
C -32.1018 20.7116 -10.1506 -0.144
C -33.3929 20.0920 -9.7323 -0.183
O -34.3511 21.1140 -10.0474 -0.236
S -33.8531 22.2757 -11.2154 0.754
O -34.5739 23.5353 -10.9904 -0.238
O -33.8469 21.6837 -12.5524 -0.243
O -32.4244 22.0930 -10.5163 -0.221
H -31.5743 20.1576 -10.9270 0.135
H -31.4478 20.7230 -9.2787 0.130
H -33.5124 19.8339 -8.6801 0.133
H -33.5274 19.2305 -10.3865 0.126
C -33.5550 26.9131 -14.0322 -0.168
C -33.1939 25.5614 -13.2917 -0.239
O -32.9882 24.6578 -14.2368 -0.215
S -33.7637 24.9040 -15.6978 0.743
O -35.1587 24.4334 -15.7034 -0.238
O -32.8773 24.5652 -16.7515 -0.219
O -33.8217 26.5339 -15.3481 -0.199
H -32.7412 27.6352 -13.9655 0.097
H -34.4296 27.4850 -13.7222 0.114
H -34.1067 25.2554 -12.7806 0.109
H -32.3278 25.6462 -12.6354 0.127
C -35.0213 29.7652 -9.9547 -0.233
C -34.3431 29.5224 -8.6644 -0.175
O -33.4406 28.4547 -8.8828 -0.183
S -33.5595 27.7029 -10.3612 0.774
O -33.9281 26.3174 -10.2617 -0.211
O -32.4628 28.1089 -11.2635 -0.253
O -34.8794 28.6588 -10.7996 -0.208
H -34.6307 30.5407 -10.6137 0.114
H -36.0615 30.0776 -9.8618 0.134
H -34.8788 29.4371 -7.7189 0.140
H -33.7785 30.4532 -8.6111 0.132
C -37.4780 31.6846 -12.6153 -0.197
C -37.8283 30.7262 -13.6982 -0.225
O -36.7049 30.3484 -14.3796 -0.158
S -35.3516 31.0234 -13.7373 0.716
O -35.0266 32.1064 -14.6400 -0.236
O -34.3143 30.0304 -13.4809 -0.231
O -36.1112 31.6157 -12.4330 -0.195
H -38.0376 31.3461 -11.7433 0.143
H -37.5838 32.7101 -12.9695 0.142
H -38.3467 31.3057 -14.4621 0.143
H -38.3945 29.8836 -13.3014 0.142
C -32.2139 24.6198 -19.8391 -0.134
C -30.9279 24.0830 -20.5823 -0.140
O -31.4169 23.5020 -21.7861 -0.194
S -32.7401 24.3023 -22.2791 0.660
O -33.9100 23.4430 -22.4312 -0.251
O -32.3639 25.1209 -23.4027 -0.234
O -32.9831 25.1344 -20.9264 -0.235
H -32.0782 25.5087 -19.2231 0.131
H -32.8486 23.8746 -19.3597 0.110
H -30.1406 23.5506 -20.0486 0.138
H -30.3916 24.9615 -20.9409 0.121
C -35.2368 20.2248 -18.4889 -0.156
C -34.8771 21.4960 -17.8318 -0.211
C -33.5527 21.3830 -17.1666 -0.195
O -33.3242 19.9766 -17.0992 -0.130
C -34.2415 19.2312 -17.8926 -0.190
H -34.9506 20.2015 -19.5404 0.111
H -36.3129 20.1074 -18.3618 0.118
H -35.5664 21.8268 -17.0550 0.114
H -34.8793 22.2468 -18.6221 0.095
H -33.8617 21.6923 -16.1681 0.113
H -32.7532 21.9242 -17.6725 0.113
H -34.6447 18.4822 -17.2110 0.114
H -33.6398 18.7379 -18.6560 0.111
C -36.1525 25.8674 -18.8929 -0.193
C -36.1471 24.9133 -20.0236 -0.190
C -37.6067 24.8256 -20.4922 -0.125
O -38.3767 25.2375 -19.2537 -0.171
C -37.4118 25.5437 -18.1456 -0.169
H -36.3364 26.8455 -19.3374 0.124
H -35.2005 25.8781 -18.3620 0.106
H -35.8829 23.8898 -19.7577 0.100
H -35.3837 25.2635 -20.7183 0.096
H -37.9939 23.8251 -20.6848 0.107
H -37.8659 25.3996 -21.3819 0.107
H -37.2300 24.6520 -17.5457 0.097
H -37.8655 26.2228 -17.4238 0.115
```

E_HOMO = -8.71 eV
frontier orbital gap = 0.312 hartree
electronic energy = -5029.1959 hartree



No. 3
C21H48O23P2 | ωB97M-V/def2-TZVPD

Geometry as XYZ:
```
94
Properties=species:S:1:pos:R:3:lowdin_charge:R:1
C 6.6857 5.8970 4.7254 -0.080
O 5.9940 4.8827 5.4900 -0.226
P 5.0209 3.8916 4.7168 0.383
O 3.6670 4.4107 4.6908 -0.216
O 5.7476 3.8314 3.2738 -0.241
C 5.0460 3.3660 2.0961 -0.075
O 5.3117 2.4453 5.3757 -0.210
C 5.1227 2.3337 6.7780 -0.111
H 6.0765 6.4566 4.0203 0.093
H 7.5060 5.3859 4.2254 0.085
H 7.1096 6.5644 5.4728 0.089
H 4.0504 3.7978 1.9963 0.084
H 5.0359 2.2865 1.9752 0.085
H 5.6358 3.8520 1.3200 0.089
H 5.7401 1.4715 7.0369 0.092
H 4.1019 2.0534 7.0500 0.087
H 5.4160 3.2181 7.3432 0.087
C 1.7089 0.5640 1.3500 -0.064
O 1.9853 -0.0606 0.0818 -0.218
P 0.8676 -0.1300 -1.0657 0.393
O 1.3417 -0.6470 -2.3575 -0.217
O 0.2088 1.3499 -1.0937 -0.248
C 0.9439 2.5041 -1.4333 -0.104
O -0.1879 -0.9959 -0.2789 -0.205
C -1.2333 -1.8026 -0.8253 -0.071
H 0.7502 1.0798 1.3489 0.072
H 2.5434 1.2489 1.4956 0.080
H 1.7448 -0.1929 2.1322 0.096
H 1.0100 3.1085 -0.5264 0.092
H 0.5193 3.0565 -2.2702 0.091
H 1.9755 2.2955 -1.7357 0.091
H -1.0433 -2.7756 -0.3772 0.083
H -1.4523 -1.8588 -1.8893 0.068
H -2.1582 -1.4254 -0.3793 0.078
C -4.9239 -2.7995 -1.8570 -0.012
O -4.8419 -3.8098 -2.8748 -0.012
C -3.6546 -4.4548 -3.0209 -0.598
O -2.6958 -4.2322 -2.3436 0.122
O -3.7901 -5.3071 -4.0204 0.009
C -2.7065 -6.1806 -4.3096 -0.027
H -5.5703 -3.2035 -1.0823 0.099
H -5.3524 -1.9328 -2.3580 0.094
H -3.9121 -2.5379 -1.5534 0.067
H -2.4072 -6.8012 -3.4662 0.102
H -1.8806 -5.5766 -4.6866 0.085
H -3.1118 -6.8128 -5.0967 0.097
C 0.7862 -4.6178 1.8278 -0.055
O 0.2880 -3.7600 2.8280 0.011
C -1.0279 -3.5337 2.8525 -0.622
O -1.8854 -4.0241 2.1703 0.121
O -1.2706 -2.5535 3.7211 -0.019
C -2.6175 -1.9897 3.7204 0.010
H 1.8704 -4.5135 1.7624 0.094
H 0.4865 -4.3799 0.8059 0.091
H 0.6146 -5.6692 2.0573 0.099
H -3.2090 -2.8875 3.8838 0.097
H -2.7235 -1.6334 2.6966 0.079
H -2.6474 -1.1788 4.4365 0.096
C -2.4022 1.4131 1.8872 -0.055
O -1.7020 1.3913 3.1085 -0.012
C -0.9592 2.4336 3.5264 -0.619
O -0.6281 3.3604 2.8333 0.133
O -0.5939 2.1909 4.7533 0.029
C 0.2465 3.1001 5.4120 -0.044
H -1.7684 1.8683 1.1142 0.088
H -3.2552 2.0917 1.8519 0.094
H -2.5727 0.4263 1.4661 0.079
H 1.0194 3.4609 4.7324 0.084
H 0.7288 2.7511 6.3234 0.093
H -0.2674 3.9865 5.7955 0.101
C 1.6786 -1.2871 -8.5312 -0.051
O 1.7633 -1.9385 -7.2742 0.000
C 0.6667 -1.8909 -6.4930 -0.601
O -0.3225 -1.2532 -6.7205 0.126
O 0.9004 -2.5330 -5.3606 0.030
C -0.1644 -2.8127 -4.4857 -0.063
H 1.7372 -0.2062 -8.3941 0.098
H 0.7152 -1.4410 -9.0216 0.093
H 2.4756 -1.7124 -9.1325 0.094
H -0.5974 -2.0329 -3.8650 0.066
H -0.0044 -3.6891 -3.8587 0.097
H -1.0075 -3.2188 -5.0593 0.090
C -5.1887 2.0065 -0.9046 0.001
O -4.5772 1.1606 -1.9205 -0.003
C -3.4156 1.5345 -2.4239 -0.620
O -2.7710 2.5160 -2.1830 0.131
O -3.1163 0.6588 -3.4036 -0.011
C -2.0239 0.9834 -4.2352 -0.044
H -6.2679 1.9054 -1.0072 0.091
H -4.9922 3.0569 -1.1007 0.098
H -4.8936 1.5838 0.0503 0.080
H -1.8419 0.1871 -4.9567 0.083
H -1.1586 0.9667 -3.5676 0.083
H -2.0494 1.9083 -4.8111 0.103
```

E_HOMO = -10.49 eV
relative energy (zero: lowest compared OMol25 entry of this formula, charge and spin) = 0.0 kJ/mol
frontier orbital gap = 0.408 hartree
electronic energy = -3242.3377 hartree



No. 4
C21H49BBrNO15P3 | ωB97M-V/def2-TZVPD

Geometry as XYZ:
```
91
Properties=species:S:1:pos:R:3:lowdin_charge:R:1
N -7.6176 4.8478 5.6038 0.056
C -7.6669 3.8446 4.7512 -0.156
O -7.3871 2.6429 3.8971 0.001
B -5.9367 2.3764 3.9513 -0.983
O -5.7198 2.0827 5.3807 -0.083
C -4.8392 0.9060 5.4984 -0.189
C -4.1036 0.9510 3.9986 -0.555
Br -2.7366 2.4618 4.1046 0.602
O -5.3557 1.2333 3.2211 -0.096
H -5.4834 3.3443 3.4631 0.085
H -5.4434 -0.1074 5.5778 0.128
H -3.8925 1.0479 6.1988 0.108
H -3.5862 -0.0663 3.6527 0.127
O 0.8682 1.7205 -1.6214 -0.244
P 0.3760 0.5211 -0.7749 0.727
O -0.3192 1.4572 0.4021 -0.233
C -1.5130 2.1545 0.0991 -0.303
C -2.6824 1.2087 -0.0825 -0.082
O 1.8320 0.2694 -0.0032 -0.224
C 3.0430 0.7191 -0.5960 -0.311
C 3.3786 2.1374 -0.1584 -0.070
O -0.1741 -0.8189 0.1709 -0.195
C -0.9076 -1.8234 -0.5114 -0.315
C -0.2691 -2.2556 -1.8178 -0.091
H -1.3744 2.7782 -0.7908 0.106
H -1.7184 2.8218 0.9415 0.101
H -2.5792 0.6487 -1.0161 0.058
H -3.6267 1.7592 -0.1259 0.086
H -2.7329 0.4836 0.7365 0.084
H 2.9907 0.6352 -1.6870 0.101
H 3.8419 0.0462 -0.2701 0.101
H 2.5200 2.8112 -0.2203 0.071
H 4.1909 2.5481 -0.7657 0.069
H 3.6940 2.1436 0.8902 0.078
H -1.9271 -1.4722 -0.6849 0.094
H -0.9747 -2.6855 0.1599 0.127
H -0.2301 -1.4298 -2.5345 0.064
H -0.8445 -3.0674 -2.2727 0.081
H 0.7578 -2.5959 -1.6551 0.085
O -7.5271 -4.3613 2.1035 -0.243
P -6.6406 -3.4919 1.1786 0.734
O -5.8528 -4.7774 0.4918 -0.240
C -6.5601 -5.6022 -0.4152 -0.310
C -6.8666 -4.8761 -1.7090 -0.091
O -5.4964 -3.1476 2.3411 -0.222
C -5.8332 -3.2205 3.7200 -0.298
C -5.5727 -4.6116 4.2793 -0.079
O -5.6501 -2.5204 0.1451 -0.201
C -6.3141 -1.5463 -0.6440 -0.318
C -7.3249 -0.7252 0.1339 -0.072
H -7.4792 -5.9773 0.0482 0.107
H -5.9225 -6.4649 -0.6300 0.116
H -7.6351 -4.1152 -1.5472 0.064
H -7.2389 -5.5707 -2.4677 0.077
H -5.9758 -4.3718 -2.0978 0.083
H -6.8717 -2.9098 3.8785 0.109
H -5.2074 -2.4982 4.2530 0.107
H -5.9620 -5.4039 3.6347 0.066
H -6.0169 -4.7187 5.2736 0.076
H -4.4953 -4.7891 4.3612 0.074
H -6.7954 -2.0355 -1.4936 0.090
H -5.5449 -0.8813 -1.0497 0.119
H -8.1383 -1.3507 0.5140 0.068
H -7.7652 0.0441 -0.5074 0.087
H -6.8540 -0.2427 0.9953 0.088
O 7.7173 2.0480 -1.3217 -0.235
P 8.8123 1.9985 -2.4152 0.728
O 7.8709 2.6952 -3.5870 -0.236
C 7.5717 4.0750 -3.4871 -0.303
C 8.7993 4.9317 -3.7197 -0.089
O 8.5311 0.4120 -2.8429 -0.225
C 7.9147 -0.4786 -1.9225 -0.302
C 6.4003 -0.4658 -2.0716 -0.077
O 10.0358 1.9431 -3.6370 -0.201
C 11.3067 2.4705 -3.2919 -0.321
C 11.8106 1.9980 -1.9414 -0.088
H 7.1201 4.2974 -2.5141 0.110
H 6.8265 4.2991 -4.2561 0.121
H 9.4867 4.8521 -2.8729 0.062
H 8.5252 5.9850 -3.8296 0.080
H 9.3386 4.6110 -4.6172 0.084
H 8.2212 -0.2439 -0.8973 0.104
H 8.2862 -1.4855 -2.1357 0.113
H 5.9915 0.5465 -2.1266 0.066
H 5.9246 -0.9912 -1.2380 0.074
H 6.1093 -0.9615 -3.0037 0.079
H 11.2661 3.5615 -3.3216 0.093
H 12.0091 2.1541 -4.0698 0.124
H 11.1587 2.3391 -1.1314 0.067
H 12.8144 2.3894 -1.7511 0.083
H 11.8412 0.9054 -1.8980 0.088
```

E_HOMO = -5.43 eV
net charge = -1
frontier orbital gap = 0.172 hartree
electronic energy = -5635.7111 hartree



> electronic energy of number 4 (C21H49BBrNO15P3)?

-5635.7111 hartree